Molecular formula: F2O2S
Method: DFT, the ωB97M-V functional and the def2-TZVPD basis

```
5
Properties=species:S:1:pos:R:3:forces:R:3
O -0.804 0.034 1.199 -1.6044 -0.4438 2.2425
S -0.212 -0.024 -0.041 4.0820 0.5311 -1.6337
O -0.947 0.031 -1.269 1.8312 -0.5689 1.3579
F 1.020 -1.122 0.075 -2.7439 0.7021 -0.9899
F 0.943 1.081 0.035 -1.5650 -0.2206 -0.9768
```
Forces are in eV/Å.

Values from the calculation:
HOMO energy, eV: -13.44
Spin multiplicity: 1
Lowest unoccupied orbital energy, eV: -0.094
E, a.u.: -748.37124
Energy above the lowest of the compared OMol25 structures with the same formula, charge and spin, kcal/mol: 11.72
Maximum force, eV Å⁻¹: 4.429
Structure (SMILES): O=S(=O)(F)F
Molecular weight, g mol⁻¹: 102.06